No. 1
{"formula": "H5NO6", "method": "ωB97M-V/def2-TZVPD", "elements": ["N", "O", "O", "O", "H", "H", "H", "O", "O", "O", "H", "H"], "positions_angstrom": [[1.85344, -0.80817, 0.12653], [-0.32224, 0.90097, -0.47549], [0.98809, -0.89176, -0.85656], [0.47832, 1.79074, 0.20861], [0.47368, 2.56763, -0.37677], [1.47883, -0.99477, 1.05739], [2.58776, -0.11325, 0.01202], [-1.92624, -1.02326, -0.67048], [-1.99328, 1.17324, -0.07038], [-1.26546, -1.63446, 0.31684], [-0.37012, -1.78346, -0.10609], [-1.98279, 0.81656, 0.83438]], "forces_ev_per_a": [[-1.1, -0.1, -1.2], [-3.0, 1.2, 1.2], [1.9, -0.6, 1.1], [-0.6, -0.1, -0.4], [0.0, 0.0, 0.1], [0.3, 0.1, -0.2], [-0.2, -0.1, 0.1], [-0.2, -1.3, 0.1], [3.0, 0.9, -0.4], [0.3, -0.3, -0.7], [-0.5, 0.4, 0.3], [0.2, -0.1, -0.2]], "homo_lumo_gap_ev": [9.1554, 8.9057], "homo_energy_ev": [-9.62, -9.84]}

***

No. 2
{"formula": "C35H34BF6NO2S", "method": "ωB97M-V/def2-TZVPD", "elements": ["C", "C", "C", "C", "C", "B", "C", "C", "C", "C", "F", "F", "F", "C", "C", "C", "F", "F", "F", "C", "O", "C", "C", "C", "C", "C", "O", "S", "H", "H", "H", "H", "H", "H", "H", "H", "H", "H", "H", "H", "H", "H", "H", "H", "H", "H", "C", "C", "N", "C", "C", "C", "C", "C", "C", "C", "C", "C", "C", "C", "C", "C", "C", "C", "H", "H", "H", "H", "H", "H", "H", "H", "H", "H", "H", "H", "H", "H", "H", "H"], "positions_angstrom": [[-5.14464, 4.41483, 0.78104], [-4.23916, 3.24210, 0.68727], [-3.87474, 2.54744, -0.44086], [-2.93761, 1.48166, -0.21120], [-2.57116, 1.37152, 1.11596], [-1.42758, 0.14888, 1.76579], [-0.25139, 1.16138, 1.39867], [0.04325, 2.24146, 2.21990], [1.08238, 3.11010, 1.88330], [1.44350, 4.19254, 2.86654], [2.55881, 4.88490, 2.50153], [0.43128, 5.09351, 3.03772], [1.70044, 3.64169, 4.10514], [1.81130, 2.94221, 0.71210], [1.49634, 1.85834, -0.10522], [2.34059, 1.53867, -1.30863], [2.38422, 0.17724, -1.50845], [1.86983, 2.09389, -2.46372], [3.63291, 1.95478, -1.14810], [0.42491, 1.02572, 0.19336], [-2.00292, 0.14001, 3.06044], [-3.32674, -0.32525, 3.22212], [-3.88690, -1.22405, 2.08026], [-4.29245, -2.55731, 2.69529], [-5.14127, -0.55528, 1.55224], [-2.94985, -1.55214, 0.86799], [-1.71267, -0.86298, 0.81456], [-3.37049, 2.56872, 2.07651], [-5.69484, 4.53745, -0.15860], [-5.87268, 4.28839, 1.59245], [-4.58423, 5.33796, 0.96658], [-4.26537, 2.81210, -1.41928], [-2.52814, 0.88925, -1.01579], [-0.53527, 2.42344, 3.12410], [2.63426, 3.60324, 0.46566], [0.14432, 0.25361, -0.52081], [-3.34791, -0.85705, 4.18732], [-3.93156, 0.59236, 3.33888], [-4.77501, -3.19448, 1.94094], [-3.41499, -3.09436, 3.08217], [-5.00159, -2.40868, 3.52128], [-5.62259, -1.19541, 0.79980], [-5.85235, -0.38752, 2.37282], [-4.89398, 0.40737, 1.09916], [-2.68706, -2.62739, 0.87515], [-3.47817, -1.36240, -0.08469], [0.43789, -3.50078, 0.66483], [1.21577, -2.33265, 1.12587], [2.45314, -2.07164, 0.62878], [3.04347, -1.01233, 1.30916], [2.10700, -0.56150, 2.27516], [2.43837, 0.49536, 3.11453], [3.67249, 1.12124, 2.94057], [4.56405, 0.69989, 1.94291], [4.25404, -0.36899, 1.10343], [0.91019, -1.37360, 2.12440], [-0.28262, -1.25381, 2.91430], [-0.10542, -1.39849, 4.39451], [1.14382, -1.39892, 5.04840], [1.24416, -1.34201, 6.43907], [0.11849, -1.48977, 7.24198], [0.23526, -1.38038, 8.73518], [-1.09490, -1.76801, 6.60242], [-1.19276, -1.78461, 5.20996], [-0.31698, -3.76666, 1.41048], [-0.06029, -3.27660, -0.28970], [1.10529, -4.36424, 0.51477], [2.87583, -2.58437, -0.13385], [1.72843, 0.80714, 3.87821], [3.93114, 1.96364, 3.58081], [5.50869, 1.23576, 1.82496], [4.90299, -0.71039, 0.30215], [-1.07393, -1.92516, 2.57725], [2.07519, -1.47521, 4.48874], [2.21970, -1.18354, 6.89390], [-0.73560, -1.51703, 9.20901], [0.92231, -2.12763, 9.14592], [0.62275, -0.40142, 9.02972], [-1.97776, -1.96234, 7.20827], [-2.10302, -2.16974, 4.74900]], "forces_ev_per_a": [[-0.3, 0.2, 0.2], [0.9, -0.9, -0.2], [-0.2, 0.2, 0.5], [-0.3, 1.0, 1.1], [0.1, 0.1, -1.6], [-4.0, 4.3, -3.1], [0.1, -0.5, 0.6], [0.6, 0.4, 0.0], [-0.3, 0.1, -0.1], [0.0, 0.1, 0.2], [-0.8, -0.4, 0.4], [0.9, -0.6, 0.0], [-0.2, 0.6, -0.8], [0.2, -0.2, 0.1], [-0.2, 0.2, 0.0], [0.2, -0.1, -0.2], [0.1, 1.0, -0.2], [0.5, -0.5, 0.7], [-0.9, -0.3, -0.4], [0.5, 0.0, -0.2], [1.3, -1.1, 2.4], [0.3, 0.1, 0.0], [-0.1, -0.2, 0.0], [-0.1, -0.4, 0.1], [-0.5, 0.2, -0.2], [0.6, 0.3, 0.1], [0.7, -1.6, -0.4], [-0.3, 0.5, -1.2], [0.1, 0.0, 0.2], [0.1, 0.1, -0.2], [-0.1, -0.1, 0.0], [0.0, 0.0, 0.1], [0.1, -0.2, 0.1], [0.2, -0.2, -0.1], [-0.1, -0.1, 0.1], [0.1, -0.1, 0.3], [-0.2, 0.1, -0.4], [0.0, -0.7, -0.1], [0.1, 0.1, 0.2], [-0.2, 0.0, 0.0], [0.1, -0.1, -0.2], [0.0, 0.2, 0.1], [0.0, 0.0, -0.2], [-0.2, -0.1, 0.0], [-0.3, 0.2, 0.1], [0.0, 0.0, 0.4], [-0.2, -0.3, -0.3], [-0.1, 1.1, -0.3], [-0.5, -0.3, 0.4], [-0.6, 0.9, 0.6], [0.7, -0.4, -0.6], [0.4, 0.3, -0.2], [-0.3, -0.2, 0.1], [0.0, 0.0, -0.1], [0.1, -0.1, 0.1], [0.0, 0.5, 0.4], [2.2, -5.0, 1.7], [-0.2, 0.0, 0.2], [0.3, 0.4, 0.3], [-0.1, -0.3, -0.6], [-0.2, 0.3, -0.2], [-0.1, 0.0, 0.1], [0.1, -0.2, -0.2], [0.0, 0.3, 0.2], [0.1, 0.0, -0.3], [0.0, -0.1, 0.3], [-0.3, 0.2, 0.1], [-0.1, 0.0, 0.3], [0.3, 0.2, -0.2], [0.0, -0.2, -0.2], [-0.3, -0.2, 0.0], [0.1, 0.2, 0.2], [0.2, 0.4, 0.0], [-0.4, 0.5, 0.1], [-0.1, -0.2, -0.1], [0.0, 0.0, 0.1], [-0.1, 0.0, -0.1], [0.0, 0.0, -0.1], [0.1, -0.1, -0.2], [0.2, 0.5, 0.1]], "relative_energy_kcal_mol": 90.2, "homo_lumo_gap_ev": 4.8238, "homo_energy_ev": -6.94}

***

No. 3
{"formula": "C13H52N16O13", "method": "ωB97M-V/def2-TZVPD", "elements": ["C", "O", "H", "H", "H", "H", "C", "O", "H", "H", "H", "H", "C", "O", "H", "H", "H", "H", "C", "O", "H", "H", "H", "H", "C", "O", "H", "H", "H", "H", "C", "O", "N", "N", "H", "H", "H", "H", "C", "O", "N", "N", "H", "H", "H", "H", "C", "O", "N", "N", "H", "H", "H", "H", "C", "O", "N", "N", "H", "H", "H", "H", "C", "O", "N", "N", "H", "H", "H", "H", "C", "O", "N", "N", "H", "H", "H", "H", "C", "O", "N", "N", "H", "H", "H", "H", "C", "O", "N", "N", "H", "H", "H", "H"], "positions_angstrom": [[-8.88318, -22.46853, -7.66773], [-8.09979, -21.39110, -8.13008], [-8.98588, -22.38736, -6.57648], [-9.86445, -22.49784, -8.14772], [-8.36720, -23.41631, -7.82453], [-8.55307, -20.54036, -8.05501], [-6.03848, -18.80830, -6.87952], [-6.24729, -20.06948, -6.27235], [-6.82546, -18.08417, -6.66101], [-5.09435, -18.38989, -6.52515], [-5.87541, -18.91338, -7.95665], [-7.07856, -20.41743, -6.64177], [-6.50108, -23.65466, -5.01276], [-7.30210, -24.03798, -3.87700], [-7.16065, -23.18030, -5.74400], [-5.64037, -23.02843, -4.78770], [-6.25447, -24.62756, -5.43906], [-7.57167, -23.20305, -3.47312], [-11.02669, -23.94080, -10.46050], [-11.44532, -23.38125, -11.72811], [-9.94005, -23.89636, -10.36017], [-11.43985, -23.51192, -9.55028], [-11.34548, -24.98513, -10.47828], [-11.34032, -24.12693, -12.32391], [-5.23684, -26.66863, -7.43839], [-6.43839, -26.61262, -8.13615], [-4.94074, -25.67247, -7.08289], [-5.30333, -27.26636, -6.51687], [-4.35690, -27.01657, -7.97748], [-7.15502, -26.27491, -7.58812], [-12.60796, -21.74448, -5.01823], [-13.82105, -21.54242, -5.19777], [-12.04380, -21.79012, -3.79741], [-11.76881, -22.12093, -6.01284], [-11.05759, -21.60269, -3.71618], [-12.70086, -21.68194, -3.04356], [-10.78354, -22.22585, -5.82964], [-12.07582, -22.06110, -6.97305], [-13.48071, -21.58209, -8.97321], [-12.32714, -21.23990, -8.63956], [-13.72625, -22.34246, -10.04660], [-14.56606, -21.34791, -8.19053], [-14.63145, -22.71413, -10.25080], [-12.95009, -22.50731, -10.67124], [-15.48524, -21.71250, -8.32961], [-14.33740, -20.88558, -7.32062], [-7.98023, -16.18878, -9.82681], [-8.47226, -15.53840, -8.90493], [-7.20277, -15.61389, -10.78505], [-8.18315, -17.52351, -9.98155], [-6.95638, -14.64072, -10.77636], [-6.64197, -16.10002, -11.46188], [-7.62963, -18.02397, -10.64935], [-8.68704, -17.95672, -9.21303], [-10.67236, -18.42084, -7.70156], [-9.57373, -18.93807, -7.98021], [-10.87254, -17.09930, -7.94863], [-11.59313, -19.01774, -6.91796], [-11.69049, -16.65125, -7.58391], [-10.09690, -16.55982, -8.32566], [-12.47119, -18.58317, -6.70613], [-11.55995, -20.01812, -7.08691], [-9.78907, -26.59795, -6.39677], [-9.24076, -26.07551, -7.38382], [-10.86468, -27.38775, -6.54761], [-9.39806, -26.32386, -5.13443], [-11.31094, -27.83606, -5.76799], [-11.15919, -27.67097, -7.46249], [-8.58194, -25.73806, -5.05428], [-10.00469, -26.45408, -4.34796], [-4.40200, -23.19932, -8.12878], [-3.40695, -23.90174, -8.32933], [-4.36541, -22.04938, -7.39805], [-5.65854, -23.47721, -8.55504], [-5.20858, -21.74140, -6.93275], [-3.43681, -21.89485, -7.03282], [-5.74664, -24.14016, -9.30718], [-6.43155, -22.92325, -8.24672], [-8.74460, -20.23026, -3.82058], [-9.02001, -21.41598, -4.07303], [-9.42560, -19.20691, -4.38915], [-7.70289, -19.85603, -3.04013], [-10.18914, -19.41943, -5.01034], [-9.13624, -18.27193, -4.17990], [-7.14818, -20.62599, -2.71113], [-7.51067, -18.88995, -2.87600], [-10.40649, -19.72158, -12.15374], [-10.40989, -18.60519, -12.66361], [-10.97340, -19.93490, -10.92624], [-9.91938, -20.85430, -12.71731], [-10.85191, -20.76230, -10.37371], [-11.37442, -19.11567, -10.50661], [-9.53172, -20.83827, -13.64205], [-9.97635, -21.74018, -12.25332]], "forces_ev_per_a": [[-0.3, 0.2, 0.7], [0.9, -0.1, -0.3], [-0.3, -0.1, -0.1], [0.0, 0.0, 0.0], [0.0, 0.1, -0.3], [-0.7, 0.0, -0.1], [0.8, 0.2, -0.3], [-0.6, 0.0, 0.2], [-0.2, -0.1, -0.1], [-0.1, -0.1, 0.3], [-0.4, 0.0, -0.1], [0.4, -0.1, 0.1], [-1.3, -1.1, -0.2], [0.5, 0.8, 0.1], [0.3, 0.3, 0.0], [0.1, -0.2, 0.1], [0.7, 0.3, -0.2], [-0.5, -0.2, 0.0], [0.5, -1.1, -0.2], [0.1, 0.2, 1.0], [0.0, -0.1, -0.1], [-0.4, 0.6, -0.5], [0.2, -0.1, 0.4], [-0.2, 0.2, -0.4], [0.7, 0.9, 1.9], [-0.1, -0.5, -1.1], [0.0, 0.0, -0.1], [-0.1, -0.3, -0.2], [-0.6, -0.2, -0.7], [-0.1, 0.0, 0.0], [-1.2, -1.0, -0.6], [0.8, 0.3, -0.1], [-0.3, 0.3, 0.6], [0.3, 0.2, -0.3], [0.2, -0.2, 0.4], [0.4, 0.3, 0.1], [-0.1, -0.1, 0.1], [0.1, 0.1, 0.0], [-0.5, -0.8, 0.8], [-0.7, 0.1, -0.5], [0.7, 0.0, -0.8], [1.1, 1.1, 0.4], [-0.1, 0.1, -0.1], [-0.3, -0.1, -0.3], [0.0, -0.1, -0.2], [-0.4, -0.4, 0.3], [0.3, -0.3, -0.2], [-0.3, -0.1, 0.0], [0.8, 0.7, -0.8], [0.1, 1.0, 0.3], [-0.4, 0.1, 0.6], [-0.4, -0.6, 0.1], [-0.2, -0.3, 0.0], [0.3, -0.6, -0.3], [1.4, 2.3, 0.9], [-0.8, -0.6, -0.2], [-0.1, -0.7, -0.3], [0.5, -1.3, 0.0], [0.0, 0.2, -0.2], [0.0, 0.3, 0.1], [-0.2, -0.1, -0.2], [-0.7, 0.0, 0.3], [0.4, 1.4, -1.3], [0.1, -0.6, 0.7], [-0.9, -0.8, 0.3], [0.4, -0.2, 0.1], [0.1, 0.0, 0.0], [0.2, 0.2, -0.1], [-0.2, 0.2, 0.4], [0.1, 0.0, 0.1], [0.5, -0.5, 0.3], [-0.8, 0.7, -0.3], [0.8, -0.1, 0.0], [0.2, -0.8, -0.6], [0.5, 0.5, 0.1], [-0.4, 0.3, 0.5], [-0.3, -0.2, 0.3], [-0.1, 0.3, -0.4], [0.0, -0.1, -1.0], [0.1, 0.4, 0.5], [0.1, -0.3, 0.4], [-0.6, -0.9, 0.0], [0.0, 0.3, -0.1], [-0.3, 0.2, -0.3], [0.3, 0.4, 0.2], [0.4, 0.0, 0.2], [-0.5, 0.6, 0.4], [0.2, -0.7, -0.2], [-0.1, 0.3, -0.1], [0.6, -0.2, -0.5], [-0.1, 0.0, 0.1], [0.1, -0.1, 0.2], [0.0, 0.3, 0.0], [-0.2, -0.1, 0.0]], "relative_energy_kcal_mol": 3.1, "homo_lumo_gap_ev": 9.2545, "homo_energy_ev": -9.02}

***

| no. | total energy (hartree) |
| --- | --- |
| 1 | -508.72476 |
| 2 | -2581.54314 |
| 3 | -2381.03729 |